Record 1
18
Properties=species:S:1:pos:R:3:forces:R:3 method="wB97M-V/def2-TZVPD" total_charge=-1 homo_ev=-4.646 fmax_ev_per_a=7.183 multiplicity=1 smiles="[H]/N=C(/C#C[O-])OC(=O)n1cccc1" gap_ev=8.38
O 0.57561 1.05269 -1.75187 0.6 0.1 -1.4
O 1.90206 -2.65356 1.26760 -0.6 1.3 -0.1
O 1.07334 1.18821 0.43062 0.0 0.9 0.3
N -0.87180 0.23643 -0.19523 2.3 1.5 0.1
N 3.52275 1.64115 -0.21271 0.6 -0.8 0.4
C 2.77455 0.76845 0.24524 -0.1 2.9 -1.2
C -1.71862 0.00465 -1.12303 -2.5 1.0 -6.6
C -2.80620 -0.67898 -0.64450 -0.1 0.6 -2.2
C 2.69616 -0.45294 0.66912 1.1 -1.0 0.4
C -2.57274 -0.78814 0.67603 0.6 -0.5 3.1
C -1.34774 -0.18897 0.97090 -0.7 -1.1 0.7
C 0.38204 0.87276 -0.58889 -0.6 0.3 1.8
C 2.13877 -1.50718 0.98330 0.4 -3.6 0.7
H -3.65903 -1.10395 -1.13080 -0.2 0.3 -0.5
H 3.30088 2.58770 -0.42732 -0.8 0.2 0.0
H -0.58082 -0.24865 1.66905 0.4 -0.2 2.1
H -1.51027 0.57239 -2.10052 -0.6 -1.6 1.4
H -3.29894 -1.30205 1.26301 0.2 -0.2 1.1

Record 2
21
Properties=species:S:1:pos:R:3:forces:R:3 method="wB97M-V/def2-TZVPD" total_charge=+3 homo_ev="-21.653 / -20.715" fmax_ev_per_a=10.755 multiplicity=4 s_squared=3.776 gap_ev="7.77 / 3.46" de_lowest_kj_mol=473.4
Tc -0.90276 0.68968 -0.82813 1.0 3.5 -2.5
O 2.07264 0.65528 -1.17563 -2.7 -0.1 0.1
O -0.96946 1.24648 2.11777 0.2 -0.2 -2.6
O -0.86286 -2.30232 -0.68143 -0.2 3.0 -0.2
O -3.85986 0.57048 -1.29333 3.6 0.1 0.7
O -0.90536 2.92948 -6.11573 0.0 0.1 2.2
N 2.05054 -0.72342 2.31427 0.1 0.3 0.0
N 0.44624 -0.40172 0.65957 5.0 -4.1 8.1
C -2.73276 0.62238 -1.08133 -9.7 0.0 -2.0
C 0.93704 0.67498 -1.00853 9.2 1.9 -4.3
C -0.87886 -1.15462 -0.70303 -1.7 -6.3 -3.2
C -0.91956 2.91488 -4.98133 0.0 -0.2 -2.1
C 1.63034 0.05608 1.30547 -0.2 0.3 -0.7
C 0.13914 -1.46732 1.54907 -1.5 1.0 -2.4
C -0.94376 1.03278 0.98697 -3.3 3.2 9.7
C 1.13134 -1.66902 2.47057 1.5 -0.8 2.2
H 2.89304 -0.57202 2.91187 -0.4 0.0 -0.5
H -0.77056 -2.05492 1.58817 -0.1 0.2 -0.3
H 1.14434 -2.41562 3.25367 0.1 -0.2 0.1
H 2.16874 0.97178 1.08887 -0.1 0.0 -0.2
H -0.86766 0.39668 -2.37773 -0.8 -1.7 -2.4

Record 3
17
Properties=species:S:1:pos:R:3:forces:R:3 method="wB97M-V/def2-TZVPD" homo_ev=-9.167 fmax_ev_per_a=11.372 multiplicity=1 gap_ev=8.30 de_lowest_kj_mol=627.5
O -0.20542 2.79275 -0.11363 -3.7 1.2 0.2
O -3.69833 -0.74606 0.50229 5.9 -2.8 -3.2
O 2.33730 1.39756 0.23638 0.2 -3.4 3.1
N 3.17295 -2.23537 -0.14705 -6.6 6.7 2.1
C -0.14540 -1.21094 -0.02074 -1.3 -5.7 -0.5
C 1.08347 -0.67274 -0.02988 -1.7 4.0 1.2
C -1.32199 -0.51748 -0.29820 -2.0 -7.9 2.1
C -0.21242 1.49939 -0.05032 2.2 -4.2 -1.1
C 2.26655 -1.38502 0.07134 7.9 -7.8 -2.2
C 1.01666 0.75531 0.08828 2.4 0.8 -0.2
C -2.64620 -1.24840 -0.07328 -4.5 -1.0 0.1
C -1.40898 0.72998 -0.35135 0.9 11.2 1.0
H -2.30357 1.44472 -0.35414 0.9 -1.8 -0.4
H 0.62594 3.15672 -0.13587 3.3 1.2 0.1
H -0.19581 -2.39011 0.18503 -0.2 2.7 -0.8
H 3.04561 0.67088 1.01505 -3.5 3.3 -3.6
H -2.64138 -2.48921 -0.69613 -0.3 3.5 2.2